Computed, not measured: C37H35Ge2N5O8S2Ti as an isolated structure in a non-equilibrium geometry, with ωB97M-V/def2-TZVPD.

## Properties
**Multiplicity**: 2
**HOMO energy (spin up / spin down)**: -10.85 / -11.29 eV
**DFT total energy**: -220573.677 eV
**Kohn-Sham gap (spin up / spin down)**: 7.321 / 6.204 eV
**Net charge**: +1
**Energy above the lowest of the compared OMol25 structures with the same formula, charge and spin**: 87.7 kJ/mol

Positions of all 90 atoms, in Å:
Ti: 1.08 -0.30 0.61
C: -0.99 -3.40 3.01
C: 0.05 -2.57 2.32
N: -0.32 -1.60 1.52
N: -1.69 -1.49 1.34
C: -2.07 -0.90 0.28
S: -0.90 -0.39 -0.99
S: -3.76 -0.76 -0.13
C: -4.51 -0.29 1.46
C: -4.46 -1.30 2.57
C: -3.87 -0.96 3.77
C: -3.88 -1.85 4.84
C: -4.49 -3.09 4.70
C: -5.07 -3.44 3.49
C: -5.07 -2.54 2.43
C: 1.47 -2.87 2.45
C: 1.97 -3.55 3.58
C: 3.28 -3.92 3.68
C: 4.16 -3.64 2.62
C: 3.70 -2.99 1.51
C: 2.38 -2.56 1.41
O: 2.01 -1.87 0.32
H: -1.40 -4.10 2.28
H: -1.81 -2.78 3.35
H: -0.57 -3.98 3.82
H: -5.54 -0.10 1.15
H: -4.07 0.66 1.76
H: -3.39 0.01 3.88
H: -3.43 -1.57 5.78
H: -4.51 -3.78 5.53
H: -5.55 -4.40 3.37
H: -5.53 -2.81 1.49
H: 1.30 -3.76 4.40
H: 3.64 -4.42 4.57
H: 5.19 -3.95 2.68
H: 4.36 -2.77 0.67
O: 5.87 5.40 0.93
N: 4.92 4.98 1.55
O: 4.52 5.40 2.61
C: 4.16 3.87 0.95
C: 4.55 3.38 -0.28
C: 3.82 2.36 -0.86
C: 2.72 1.78 -0.22
O: 2.04 0.75 -0.69
C: 2.37 2.32 1.04
C: 3.07 3.35 1.63
N: 1.30 1.73 1.82
O: 1.73 0.41 2.14
O: 0.10 1.44 1.03
N: 4.23 1.92 -2.20
O: 3.39 1.41 -2.91
O: 5.36 2.18 -2.54
H: 5.41 3.79 -0.80
H: 2.79 3.73 2.60
C: 0.02 0.81 -4.05
Ge: -1.58 1.70 -3.38
C: -1.87 3.56 -3.90
C: -3.20 0.63 -3.52
Ge: -0.81 2.03 -0.65
C: 0.33 3.55 -1.12
C: 1.04 3.71 -2.31
C: 1.74 4.88 -2.54
C: 1.74 5.89 -1.59
C: 1.02 5.74 -0.41
C: 0.31 4.58 -0.17
C: -2.41 2.58 0.31
C: -3.60 2.79 -0.39
C: -4.72 3.30 0.25
C: -4.65 3.62 1.60
C: -3.47 3.42 2.31
C: -2.36 2.89 1.67
H: -0.27 -0.15 -4.48
H: 0.76 0.63 -3.28
H: 0.48 1.42 -4.83
H: -2.07 3.57 -4.98
H: -1.00 4.18 -3.69
H: -2.75 3.97 -3.40
H: -3.82 1.06 -4.32
H: -3.78 0.64 -2.60
H: -2.95 -0.39 -3.77
H: 1.07 2.92 -3.04
H: 2.30 5.00 -3.46
H: 2.29 6.81 -1.77
H: 1.01 6.54 0.33
H: -0.25 4.47 0.74
H: -3.67 2.54 -1.45
H: -5.63 3.46 -0.30
H: -5.52 4.03 2.10
H: -3.42 3.66 3.36
H: -1.45 2.72 2.23

Computed, not measured: C37H36AuBrN2O5Te as an isolated structure in a non-equilibrium geometry, with ωB97M-V/def2-TZVPD.

## Properties
**Multiplicity**: 2
**HOMO energy (spin up / spin down)**: -9.79 / -10.60 eV
**DFT total energy**: -133191.065 eV
**Kohn-Sham gap (spin up / spin down)**: 7.288 / 7.250 eV
**Net charge**: +1
**Energy above the lowest of the compared OMol25 structures with the same formula, charge and spin**: 52.5 kJ/mol

Positions of all 83 atoms, in Å:
Au: -0.15 -0.04 -0.38
O: 6.06 0.36 1.49
C: 4.82 0.14 1.00
C: 4.50 0.25 -0.35
C: 3.20 0.01 -0.73
N: 2.23 -0.32 0.14
C: 2.57 -0.41 1.41
Br: 1.19 -0.91 2.63
C: 3.84 -0.20 1.91
H: 6.66 0.59 0.77
H: 5.25 0.52 -1.09
H: 2.90 0.10 -1.76
H: 4.07 -0.29 2.96
O: -0.06 -2.42 -1.60
C: -0.94 -2.45 -2.67
C: -0.42 -2.93 -3.87
C: -1.23 -2.95 -4.99
C: -2.54 -2.50 -4.94
C: -3.04 -2.01 -3.75
C: -2.25 -1.98 -2.60
C: -2.76 -1.42 -1.33
O: -3.91 -0.76 -1.46
O: -2.19 -1.52 -0.26
H: -0.53 -2.74 -0.82
H: 0.60 -3.28 -3.89
H: -0.82 -3.33 -5.92
H: -3.17 -2.52 -5.82
H: -4.06 -1.64 -3.69
C: -5.49 7.20 3.08
C: -4.55 6.08 2.74
C: -4.41 4.97 3.57
C: -3.53 3.93 3.28
C: -3.48 2.78 4.26
C: -2.78 4.02 2.08
Te: -1.44 2.36 2.03
N: -0.14 1.97 0.65
C: 0.27 2.78 -0.42
O: 0.36 2.25 -1.52
C: 0.75 4.18 -0.22
C: 1.03 4.67 1.05
C: 1.46 5.98 1.23
C: 1.63 6.80 0.12
C: 1.38 6.31 -1.16
C: 0.95 5.00 -1.33
C: -2.86 0.94 1.39
C: -3.18 -0.11 2.28
C: -2.41 -0.47 3.51
C: -4.30 -0.95 1.97
C: -4.96 -0.90 0.80
C: -6.18 -1.71 0.50
C: -4.46 0.00 -0.27
C: -3.49 1.06 0.17
C: -3.32 2.19 -0.80
C: -2.91 5.10 1.21
C: -2.22 5.28 -0.10
C: -3.80 6.12 1.58
H: -5.95 7.05 4.06
H: -6.29 7.27 2.34
H: -4.97 8.16 3.09
H: -4.99 4.92 4.48
H: -4.03 3.05 5.17
H: -2.47 2.51 4.57
H: -3.95 1.88 3.85
H: 0.94 4.02 1.92
H: 1.68 6.34 2.22
H: 1.97 7.82 0.25
H: 1.52 6.94 -2.02
H: 0.74 4.60 -2.31
H: -1.66 0.27 3.80
H: -1.89 -1.42 3.34
H: -3.08 -0.62 4.36
H: -4.63 -1.65 2.74
H: -6.42 -2.39 1.32
H: -6.05 -2.30 -0.41
H: -7.04 -1.06 0.34
H: -5.28 0.48 -0.80
H: -3.74 1.93 -1.77
H: -2.28 2.44 -0.96
H: -3.84 3.08 -0.44
H: -1.67 4.41 -0.41
H: -1.51 6.11 -0.08
H: -2.96 5.49 -0.88
H: -3.90 6.97 0.91

Computed, not measured: C37H36BrCoN10O12P as an isolated structure in a non-equilibrium geometry, with ωB97M-V/def2-TZVPD.

## Properties
**Multiplicity**: 4
**HOMO energy (spin up / spin down)**: -0.81 / -2.40 eV
**DFT total energy**: -195379.634 eV
**Kohn-Sham gap (spin up / spin down)**: 3.319 / 4.911 eV
**Net charge**: -2

Positions of all 98 atoms, in Å:
Co: -0.18 -0.39 -0.01
Br: 4.73 -7.49 1.37
C: 2.92 -7.12 1.85
C: 2.49 -7.42 3.14
C: 1.17 -7.23 3.48
C: 0.24 -6.71 2.54
C: 0.73 -6.39 1.24
C: 2.04 -6.60 0.91
N: -1.03 -6.56 2.93
N: -1.97 -5.98 2.26
C: -2.01 -4.75 1.77
C: -3.06 -4.39 0.90
C: -3.09 -3.19 0.22
C: -2.03 -2.27 0.34
O: -1.91 -1.15 -0.30
C: -1.00 -2.59 1.28
N: -0.01 -1.68 1.36
C: 0.88 -1.77 2.33
C: 0.82 -2.78 3.28
C: -0.10 -3.80 3.14
C: -1.02 -3.74 2.09
H: 3.20 -7.79 3.87
H: 0.82 -7.45 4.48
H: 0.04 -5.98 0.51
H: 2.41 -6.34 -0.08
H: -3.84 -5.11 0.74
H: -3.92 -2.96 -0.43
H: 1.65 -1.01 2.35
H: 1.51 -2.77 4.11
H: -0.13 -4.61 3.85
C: 3.00 3.62 -0.60
C: 1.72 3.60 0.15
N: 0.85 2.63 0.18
C: -0.12 2.99 1.07
C: 0.15 4.27 1.55
N: 1.34 4.62 0.95
C: -0.58 5.26 2.35
O: -1.76 4.90 2.82
O: -0.12 6.37 2.51
C: -1.19 2.03 1.49
O: -2.17 2.50 2.11
O: -1.06 0.81 1.25
H: 3.11 2.71 -1.17
H: 3.83 3.67 0.12
H: 3.06 4.49 -1.25
H: 1.82 5.49 1.13
H: -2.00 3.93 2.56
O: 2.76 0.55 -1.40
C: 2.64 0.34 -0.20
O: 1.57 0.10 0.45
C: 3.83 0.41 0.73
C: 5.01 -0.28 0.47
C: 6.08 -0.17 1.38
C: 5.97 0.62 2.52
C: 4.78 1.30 2.76
C: 3.70 1.19 1.87
N: 4.67 2.14 3.89
O: 3.65 2.84 3.99
O: 5.59 2.16 4.72
N: 7.30 -0.83 1.13
O: 8.23 -0.70 1.94
O: 7.40 -1.50 0.09
H: 5.12 -0.89 -0.41
H: 6.80 0.70 3.21
H: 2.78 1.71 2.09
C: 2.18 -3.08 -1.32
C: 0.69 -2.76 -1.57
C: 0.30 -3.14 -3.01
O: 0.44 -1.41 -1.41
H: 2.44 -4.06 -1.73
H: 2.41 -3.06 -0.26
H: 2.77 -2.30 -1.80
H: 0.08 -3.38 -0.88
H: 0.88 -2.54 -3.70
H: -0.76 -2.96 -3.15
H: 0.50 -4.20 -3.20
C: -1.05 3.48 -3.59
N: -2.20 2.97 -2.86
C: -2.86 1.96 -3.67
N: -1.97 0.90 -4.12
C: -0.83 1.48 -4.81
N: -0.11 2.47 -4.02
C: 0.59 1.87 -2.90
P: -0.56 1.04 -1.70
C: -1.80 2.44 -1.57
C: -1.52 0.09 -3.00
H: -0.53 4.20 -2.95
H: -1.43 4.00 -4.48
H: -3.27 2.46 -4.56
H: -3.67 1.51 -3.10
H: -1.20 1.98 -5.72
H: -0.14 0.68 -5.09
H: 1.13 2.65 -2.36
H: 1.31 1.13 -3.24
H: -1.37 3.26 -1.00
H: -2.69 2.08 -1.04
H: -2.39 -0.37 -2.53
H: -0.86 -0.69 -3.38

Computed, not measured: C37H36Cl5N4PPd as an isolated structure, with ωB97M-V/def2-TZVPD.

## Properties
**Multiplicity**: 5
**HOMO energy (spin up / spin down)**: -11.03 / -14.03 eV
**DFT total energy**: -120277.828 eV
**Kohn-Sham gap (spin up / spin down)**: 6.227 / 5.726 eV
**Net charge**: +2
**Energy above the lowest of the compared OMol25 structures with the same formula, charge and spin**: 0.0 kJ/mol

Positions of all 84 atoms, in Å:
Pd: -0.01 0.06 0.16
N: -1.32 0.79 2.95
P: -1.71 -0.52 1.92
C: -3.44 -0.28 1.43
C: -3.92 -0.79 0.23
C: -5.27 -0.68 -0.09
C: -6.14 -0.07 0.79
C: -5.67 0.44 2.00
C: -4.33 0.32 2.32
C: -1.80 -1.88 3.10
C: -2.56 -3.00 2.74
C: -2.65 -4.09 3.59
C: -2.00 -4.06 4.82
C: -1.26 -2.95 5.19
C: -1.15 -1.87 4.33
C: -1.08 2.04 2.37
C: -1.40 3.21 3.05
C: -1.21 4.42 2.41
C: -0.73 4.43 1.11
C: -0.42 3.22 0.52
N: -0.56 2.04 1.15
H: -1.77 0.82 3.85
H: -3.25 -1.28 -0.47
H: -5.63 -1.09 -1.03
H: -7.19 0.02 0.54
H: -6.35 0.91 2.69
H: -3.99 0.70 3.28
H: -3.11 -3.01 1.81
H: -3.25 -4.94 3.31
H: -2.09 -4.91 5.49
H: -0.77 -2.93 6.15
H: -0.56 -1.01 4.64
H: -1.81 3.16 4.05
H: -1.46 5.34 2.92
H: -0.60 5.35 0.56
H: -0.05 3.18 -0.50
C: 0.99 -2.15 -2.01
N: 0.24 -2.07 -0.75
C: -1.05 -2.75 -0.95
C: 0.98 -2.76 0.33
C: 2.21 -1.97 0.72
N: 1.86 -0.64 1.29
C: 1.57 -0.79 2.72
C: 3.01 0.26 1.15
H: 1.26 -3.19 -2.22
H: 1.89 -1.54 -1.98
H: 0.36 -1.79 -2.82
H: -0.90 -3.78 -1.29
H: -1.63 -2.22 -1.71
H: -1.61 -2.77 -0.02
H: 1.27 -3.76 0.01
H: 0.30 -2.87 1.19
H: 2.85 -1.81 -0.14
H: 2.80 -2.53 1.45
H: 2.48 -1.08 3.26
H: 0.82 -1.56 2.88
H: 1.20 0.15 3.12
H: 3.86 -0.12 1.73
H: 2.74 1.25 1.53
H: 3.29 0.35 0.11
Cl: 2.62 0.72 -4.43
C: 0.92 0.62 -4.32
C: 0.28 0.85 -3.07
C: -1.13 0.69 -3.04
Cl: -1.95 0.99 -1.56
C: -1.86 0.34 -4.15
Cl: -3.56 0.17 -4.06
C: -1.20 0.11 -5.37
Cl: -2.09 -0.34 -6.75
C: 0.20 0.25 -5.45
Cl: 0.99 -0.03 -6.93
C: 1.03 1.05 -1.89
C: 2.00 1.82 -1.49
C: 2.97 2.68 -1.15
C: 4.20 2.73 -1.93
C: 5.23 3.54 -1.54
C: 5.11 4.37 -0.42
C: 3.93 4.36 0.34
C: 2.89 3.54 0.01
H: 4.29 2.10 -2.80
H: 6.14 3.55 -2.13
H: 5.93 5.02 -0.14
H: 3.85 5.00 1.21
H: 2.00 3.53 0.62

Computed, not measured: C37H36ClN2O4S3SbW as an isolated structure in a non-equilibrium geometry, with ωB97M-V/def2-TZVPD.

## Properties
**HOMO energy (spin up / spin down)**: -6.56 / -6.57 eV
**DFT total energy**: -103516.191 eV
**Kohn-Sham gap (spin up / spin down)**: 4.718 / 4.755 eV
**Energy above the lowest of the compared OMol25 structures with the same formula, charge and spin**: 142.6 kJ/mol

Positions of all 85 atoms, in Å:
W: -0.67 0.28 0.25
Cl: -1.23 -1.43 -6.67
C: -0.90 -1.26 -4.97
C: 0.41 -1.34 -4.52
C: 0.66 -1.29 -3.16
C: -0.38 -1.11 -2.25
O: -0.19 -1.23 -0.94
C: -1.72 -0.89 -2.72
C: -2.75 -0.71 -1.78
N: -2.49 -0.41 -0.48
C: -3.47 -0.61 0.49
C: -4.85 -0.74 0.28
C: -5.68 -1.03 1.35
C: -5.19 -1.16 2.63
C: -3.82 -0.97 2.90
C: -3.26 -1.01 4.19
C: -1.90 -0.80 4.33
C: -1.11 -0.57 3.23
N: -1.59 -0.51 1.94
C: -2.96 -0.70 1.81
C: -1.95 -1.04 -4.11
H: 1.22 -1.49 -5.22
H: 1.67 -1.43 -2.78
H: -3.77 -0.91 -2.08
H: -5.28 -0.61 -0.70
H: -6.74 -1.14 1.17
H: -5.84 -1.41 3.45
H: -3.90 -1.18 5.05
H: -1.44 -0.81 5.30
H: -0.05 -0.38 3.35
H: -2.97 -0.99 -4.48
S: -1.32 3.45 3.64
C: -1.07 2.54 2.31
S: 0.45 1.83 1.85
S: -2.28 2.16 1.11
O: 0.80 -1.26 1.32
C: 2.23 -1.12 1.10
C: 2.42 -0.02 -0.01
O: 3.52 0.19 -0.46
O: 1.33 0.57 -0.36
C: 2.85 -2.40 0.58
C: 2.10 -3.27 -0.19
C: 2.67 -4.45 -0.66
C: 3.98 -4.75 -0.35
C: 4.74 -3.87 0.40
C: 4.18 -2.69 0.86
C: 2.83 -0.72 2.45
C: 2.68 -1.62 3.50
C: 3.18 -1.33 4.75
C: 3.85 -0.13 4.96
C: 3.98 0.78 3.93
C: 3.47 0.49 2.67
H: 0.63 -2.19 1.56
H: 1.08 -3.03 -0.46
H: 2.08 -5.11 -1.27
H: 4.42 -5.67 -0.71
H: 5.77 -4.09 0.63
H: 4.76 -2.00 1.44
H: 2.17 -2.56 3.33
H: 3.06 -2.03 5.56
H: 4.27 0.09 5.93
H: 4.48 1.72 4.10
H: 3.57 1.21 1.87
C: 1.24 2.41 -4.19
C: -0.21 2.29 -3.80
Sb: -0.67 2.22 -1.64
C: -2.53 3.36 -1.91
C: -3.77 2.49 -2.02
C: 0.38 4.04 -0.97
C: 1.88 3.90 -0.72
H: 1.31 2.47 -5.27
H: 1.81 1.54 -3.86
H: 1.68 3.30 -3.76
H: -0.65 1.39 -4.23
H: -0.78 3.14 -4.16
H: -2.40 3.96 -2.82
H: -2.62 4.04 -1.06
H: -3.68 1.80 -2.86
H: -4.65 3.11 -2.16
H: -3.90 1.92 -1.09
H: -0.12 4.34 -0.04
H: 0.18 4.80 -1.73
H: 2.08 3.13 0.02
H: 2.27 4.85 -0.34
H: 2.42 3.65 -1.64